The following is a quantum chemistry calculation of C16H17NO3S in the gas phase, from the Open Molecules 2025 dataset.

```
38
Properties=species:S:1:pos:R:3:forces:R:3
C -3.35831 -1.18750 -6.60727 0.021 -0.056 0.000
C -2.98333 -1.13811 -5.15737 -0.102 0.040 0.044
C -3.94602 -0.98476 -4.17004 0.034 -0.006 -0.150
C -3.59228 -0.95361 -2.83181 0.152 -0.058 0.125
C -2.26585 -1.08450 -2.45084 -0.163 -0.027 0.057
C -1.85159 -1.03839 -1.00355 0.090 -0.107 -0.054
N -0.93739 0.06113 -0.76536 -0.364 0.062 -0.152
C 0.34000 -0.13100 -0.39827 0.006 0.563 0.057
O 0.84497 -1.22023 -0.23563 0.266 -0.293 0.044
C 1.16538 1.16214 -0.24465 -0.221 -0.103 -0.285
C 2.18483 1.25568 -1.36968 -0.108 -0.042 0.417
O 1.87967 1.10446 0.98887 0.212 0.006 -0.084
C 1.10762 0.97284 2.07814 -0.321 0.132 -0.118
O -0.10197 0.99343 2.04125 0.201 0.011 0.072
C 1.90010 0.82638 3.29030 0.149 -0.092 0.580
C 3.26273 0.75304 3.42628 -0.475 0.050 -0.258
C 3.66124 0.59490 4.76330 0.009 -0.019 0.272
C 2.60052 0.55038 5.61886 -0.336 0.034 -0.183
S 1.09594 0.69728 4.81564 0.505 0.003 -0.248
C -1.29788 -1.23889 -3.43719 -0.048 -0.019 -0.008
C -1.65266 -1.26368 -4.77106 0.001 0.004 0.072
H -2.69034 -0.56424 -7.19897 -0.004 0.033 -0.090
H -3.27658 -2.20895 -6.97936 -0.028 -0.033 -0.098
H -4.38060 -0.85000 -6.75806 -0.054 0.019 -0.066
H -4.98550 -0.88562 -4.44883 -0.098 0.022 -0.050
H -4.35750 -0.83193 -2.07822 -0.071 0.020 0.099
H -2.72466 -0.93680 -0.35253 0.073 -0.067 -0.041
H -1.30745 -1.94835 -0.73307 -0.148 0.126 0.041
H -1.31549 0.99296 -0.81517 0.169 -0.011 0.091
H 0.50476 2.03960 -0.22596 0.101 -0.172 -0.002
H 1.67251 1.35617 -2.32294 -0.037 0.016 -0.095
H 2.83388 2.11352 -1.21483 0.027 0.092 -0.033
H 2.78679 0.35064 -1.37767 0.040 -0.066 -0.036
H 3.93300 0.80729 2.58848 0.099 0.005 -0.166
H 4.68604 0.51637 5.07881 0.153 -0.017 0.082
H 2.62113 0.43693 6.68487 0.035 -0.025 0.221
H -0.26253 -1.34384 -3.14683 0.147 -0.011 0.028
H -0.89022 -1.38558 -5.52729 0.089 -0.013 -0.084
```
Positions in Å, forces in eV/Å.

The strongest force on any atom is 0.61 eV/Å. As for the net charge: 0. The relative energy (zero: lowest compared OMol25 entry of this formula, charge and spin) comes out at 5.4 kcal/mol. For the orbital gap, the calculation gives 9.2489 eV. The value obtained for the HOMO energy is -0.3253 Eh. As for the structure (SMILES): Cc1ccc(CNC(=O)[C@H](C)OC(=O)c2cccs2)cc1. The total energy is -1298.59969 a.u.

***

The following is a quantum chemistry calculation of C16H17NO4S2 in the gas phase at a distorted geometry, from the Open Molecules 2025 dataset.

```
40
Properties=species:S:1:pos:R:3:forces:R:3
C 0.46250 0.46101 -3.52972 -0.262 -0.162 -0.041
O 1.64421 1.22643 -3.59545 0.529 0.292 0.194
C 2.34707 1.41981 -2.43290 0.169 0.136 -0.089
C 1.99552 0.92259 -1.19851 -0.022 0.050 -0.169
C 2.78856 1.18199 -0.06971 0.297 0.310 -0.628
C 2.48621 0.71732 1.25195 -0.638 -0.574 0.511
C 1.51444 -0.07769 1.77212 0.796 0.556 0.306
S 1.52086 -0.32358 3.52499 -0.277 -0.185 0.068
C 0.09124 -1.32409 3.46988 0.338 0.074 0.324
S -0.62820 -1.99988 4.77043 0.093 0.050 0.229
N -0.31468 -1.47376 2.18381 -0.093 -0.081 -0.044
C -1.54427 -2.15099 1.84882 -0.540 0.141 -0.204
C -2.74277 -1.19928 2.06577 0.069 -0.481 0.311
C -4.02249 -1.77203 1.42450 0.131 0.103 0.127
C -4.27547 -0.85565 0.21700 0.141 0.190 0.013
C -2.99444 -0.01703 0.13574 -0.122 -0.037 -0.403
O -2.50596 0.05212 1.45964 0.069 0.189 0.113
C 0.40551 -0.83197 1.18960 -0.027 -0.078 -0.559
O 0.11853 -0.96696 0.01585 0.020 0.054 0.016
C 3.94344 1.96253 -0.23091 -0.329 -0.248 0.114
C 4.30159 2.45788 -1.46522 -0.083 0.045 -0.450
C 3.51488 2.19707 -2.57981 -0.245 -0.224 0.265
O 3.86535 2.68235 -3.78790 -0.006 0.019 -0.086
H 0.08211 0.42100 -4.54913 -0.023 -0.031 0.097
H -0.27930 0.93255 -2.87912 0.029 -0.018 -0.001
H 0.66365 -0.55188 -3.17147 -0.004 0.030 0.009
H 1.11081 0.32423 -1.08236 -0.077 -0.061 -0.024
H 3.18159 1.09005 1.99782 0.050 0.046 0.025
H -1.46956 -2.43403 0.79650 -0.026 -0.035 0.132
H -1.65221 -3.03517 2.47928 0.030 0.063 -0.092
H -2.84808 -1.01186 3.13872 0.013 -0.065 -0.164
H -4.85290 -1.74260 2.12638 -0.014 -0.070 -0.010
H -3.86716 -2.80648 1.12209 -0.040 -0.081 0.015
H -4.45169 -1.41252 -0.70033 -0.060 0.005 -0.045
H -5.13215 -0.20902 0.40248 -0.022 -0.021 -0.034
H -3.16370 1.00593 -0.20142 0.016 -0.058 -0.039
H -2.24875 -0.49029 -0.51779 -0.071 0.061 0.045
H 4.56504 2.17753 0.62494 0.057 0.021 0.112
H 5.19002 3.05480 -1.59356 0.110 0.075 -0.016
H 3.20065 2.39960 -4.43300 0.022 -0.002 0.074
```
Positions in Å, forces in eV/Å.

The strongest force on any atom is 1.02 eV/Å. As for the net charge: 0. The relative energy (zero: lowest compared OMol25 entry of this formula, charge and spin) comes out at 6.3 kcal/mol. For the orbital gap, the calculation gives 7.1236 eV. The value obtained for the HOMO energy is -0.2893 Eh. As for the structure (SMILES): COc1cc(/C=C2/SC(=S)N(C[C@@H]3CCCO3)C2=O)ccc1O. The total energy is -1771.99042 a.u.

***

The following is a quantum chemistry calculation of C16H18BFN6V as an isolated structure at a distorted geometry, from the Open Molecules 2025 dataset.

```
43
Properties=species:S:1:pos:R:3:forces:R:3
H 2.56890 -0.44724 -1.52215 0.104 0.013 -0.048
N 0.47302 -0.20019 -1.72272 0.085 0.473 -0.693
B -1.97787 -0.36075 -2.28438 -0.250 -0.246 0.262
N -0.47675 -0.57881 -2.65505 0.458 0.034 0.031
C 0.13343 -1.37212 -3.54163 -0.238 0.626 0.590
V -0.59876 0.68394 0.35594 3.150 -3.884 5.695
H -0.41683 -1.81386 -4.36068 -0.024 -0.098 0.165
C 1.49301 -1.45147 -3.22457 0.478 0.080 0.199
H 2.24412 -1.99854 -3.76025 0.080 -0.102 -0.091
C 1.69328 -0.67867 -2.10335 -0.603 -0.624 -0.553
H -2.69548 -0.68727 -3.18578 0.165 0.196 0.140
C -1.33069 1.11532 2.07216 -0.030 0.708 0.554
H -0.38589 1.44433 2.53862 -0.187 0.012 0.165
H -1.82310 0.35807 2.67887 0.015 0.360 -0.010
H -1.97970 1.98487 1.88768 -0.068 -0.202 0.254
N -2.16986 1.12560 -1.86740 0.543 0.926 0.587
N -2.29308 -1.19518 -1.01072 0.240 -0.126 1.174
N -1.40368 1.74361 -0.82760 -2.903 2.790 -4.666
N -1.71071 -0.82892 0.21474 -1.126 -1.305 -0.955
C -2.99823 2.03023 -2.38401 0.673 -0.305 0.384
C -3.11180 -2.23295 -0.79688 0.572 0.586 0.183
H -3.63938 1.73856 -3.20382 -0.068 0.170 0.074
H -3.65608 -2.65986 -1.62652 -0.053 -0.043 0.119
C -2.82117 3.24952 -1.73171 0.411 0.346 0.485
C -3.08186 -2.56909 0.56128 0.534 0.256 0.361
C -1.82956 3.06160 -0.77939 -0.264 -1.270 -1.050
C -2.19462 -1.68397 1.16554 -0.593 -0.100 -1.304
H -3.33481 4.16647 -1.94577 -0.104 0.126 0.020
H -3.61530 -3.35777 1.05564 -0.132 -0.110 -0.031
H -1.36932 3.73936 -0.07946 -0.109 0.151 0.026
H -1.88586 -1.57769 2.19705 -0.148 -0.214 -0.215
H 0.42046 0.78231 -1.41660 0.265 -0.373 -1.012
F 4.62115 -1.69653 2.97789 -1.487 0.697 -0.838
C 3.50380 -1.20274 2.34272 0.962 -0.319 0.617
C 2.33214 -1.95158 2.38485 -0.492 0.298 -0.391
C 1.20122 -1.44156 1.71208 0.474 -0.394 0.461
C 1.26873 -0.21218 1.07017 -1.164 1.062 -1.130
C 2.45311 0.50986 1.01810 0.699 -0.205 0.529
C 3.59542 0.02679 1.69019 -0.369 0.106 -0.356
H 2.28518 -2.90155 2.91923 0.141 0.291 -0.189
H 0.27727 -2.01643 1.69238 0.362 -0.024 0.157
H 2.49949 1.45400 0.46822 0.202 -0.110 0.270
H 4.52600 0.59407 1.69504 -0.200 -0.255 0.028
```
Positions in Å, forces in eV/Å.

The strongest force on any atom is 7.58 eV/Å. As for the net charge: +2. Its multiplicity is 2. For the orbital gap (spin up / spin down), the calculation gives 6.5280 / 7.1243 eV. The value obtained for the HOMO energy (spin up / spin down) is -0.5477 / -0.5509 Eh. The expectation value of S² is 0.805. The total energy is -2017.11371 a.u.

***

The following is a quantum chemistry calculation of C16H18BMnN13S2 as an isolated structure at a distorted geometry, from the Open Molecules 2025 dataset.

```
51
Properties=species:S:1:pos:R:3:forces:R:3
Mn -0.59694 -0.31308 -0.67012 0.186 0.127 0.791
N -1.83889 -2.31693 -3.24996 0.003 -0.203 -0.120
C -2.76499 -1.68694 -2.46879 -0.422 0.702 0.618
N -4.07424 -1.85985 -2.56356 0.763 -0.558 -0.635
N -4.58080 -1.04600 -1.64125 -0.559 0.292 0.370
N -3.65656 -0.41696 -1.02312 -0.360 0.584 0.591
N -2.45915 -0.77873 -1.51068 -0.050 -0.666 -0.874
C -0.50767 -2.06455 -3.15014 0.812 0.345 0.475
N 0.42135 -2.57363 -3.94697 -1.261 -0.229 -0.168
N 1.56744 -2.07412 -3.50119 0.676 0.136 0.145
N 1.37715 -1.31023 -2.49892 0.777 0.189 0.177
N 0.06463 -1.25414 -2.21215 -0.286 -1.096 -1.542
H -2.15601 -2.97604 -3.94051 0.038 0.075 0.034
C -2.74137 2.69089 -1.50476 -0.396 -0.557 -0.300
N -1.73404 3.29686 -0.68373 0.661 0.129 0.573
C -1.19377 4.54350 -0.84971 0.190 0.225 -0.003
C -0.24078 4.68976 0.10377 -0.033 0.316 -0.312
N -0.18879 3.54962 0.84438 -0.504 -0.116 -0.236
B 0.79408 3.27320 1.99375 0.025 -0.192 -0.098
N 1.52405 1.91349 1.76484 0.125 -0.431 -0.233
C 2.12410 1.26746 2.80509 0.287 -0.312 0.309
C 2.77682 0.17961 2.33096 0.019 0.189 0.356
N 2.57526 0.15105 0.97903 -0.516 0.549 0.551
C 3.11833 -0.84095 0.09317 0.154 -0.307 -0.506
C 1.77835 1.20509 0.65597 0.355 0.165 -0.495
S 1.28941 1.53749 -0.95125 -0.287 -0.246 -0.545
C -1.09653 2.70004 0.35142 -0.331 0.230 -0.010
S -1.51170 1.17524 0.99694 -0.182 -0.788 0.132
H -3.01429 3.38083 -2.30081 0.018 0.048 0.067
H -3.61909 2.43030 -0.90948 0.113 -0.034 -0.091
H -2.35791 1.76682 -1.95298 -0.135 0.206 0.090
H -1.52780 5.20525 -1.62381 -0.022 0.086 -0.085
H 0.41206 5.51483 0.30542 0.098 0.087 0.010
H 1.61847 4.13745 1.99355 0.158 0.378 0.018
H 0.18408 3.20027 3.01651 -0.044 -0.058 0.390
H 2.02994 1.63849 3.80336 -0.004 0.038 0.243
H 3.34422 -0.57538 2.83604 0.074 -0.122 0.076
H 2.95582 -1.83084 0.52002 0.015 0.062 -0.004
H 4.18851 -0.67333 -0.05060 -0.018 0.040 0.033
H 2.61527 -0.79024 -0.87826 0.146 0.010 0.276
C 0.77175 -3.92143 2.47173 0.025 -0.092 0.106
C 0.98245 -4.10920 1.11717 -0.035 -0.074 -0.060
C 0.62076 -3.12657 0.20704 -0.159 0.347 -0.461
C 0.02690 -1.91267 0.59584 -0.005 0.085 0.446
C -0.17843 -1.76898 1.97679 -0.132 0.320 -0.177
C 0.18661 -2.74207 2.89447 0.035 -0.039 0.156
H 1.05159 -4.68802 3.18434 0.010 0.004 0.014
H 1.42125 -5.03180 0.75398 0.031 0.024 0.003
H 0.83448 -3.33457 -0.83551 -0.066 0.135 -0.080
H -0.62921 -0.86640 2.37375 0.037 0.010 -0.055
H 0.01380 -2.56390 3.94894 -0.020 -0.014 0.037
```
Positions in Å, forces in eV/Å.

The strongest force on any atom is 1.91 eV/Å. As for the net charge: -1. Its multiplicity is 5. The relative energy (zero: lowest compared OMol25 entry of this formula, charge and spin) comes out at 7.0 kcal/mol. For the orbital gap (spin up / spin down), the calculation gives 6.4155 / 8.1856 eV. The value obtained for the HOMO energy (spin up / spin down) is -0.1837 / -0.2005 Eh. The expectation value of S² is 6.146. The total energy is -3304.72383 a.u.